# 1
Below is a 2-piece molecular cluster, C3H9NS overall in a non-equilibrium geometry, with properties calculated with the ωB97M-V functional and the def2-TZVPD basis.

Its total energy is -15578.6283 eV. Its HOMO energy is -9.512 eV. As for the total charge: 0. For the gap between HOMO and LUMO, the calculation gives 6.41 eV.

Positions of all 14 atoms, in Å:
H 1.3026 -0.5139 -1.8680
C 0.4557 -0.8785 -1.2951
H -1.8207 -0.9659 0.0948
S -2.3662 1.9215 1.3161
H 1.3117 -0.2848 1.3665
H -1.4947 0.2328 1.1919
H -0.3547 -1.2648 -1.9119
H 0.7794 -1.7903 -0.7682
H 0.6722 1.2663 1.4386
C 1.0868 0.5607 0.7116
H 1.9062 1.0571 0.1951
N -1.0750 -0.4615 0.5726
H -0.3942 0.9956 -0.7887
C -0.0091 0.1257 -0.2553

Cartesian forces, eV/Å:
H -0.1559 0.1111 -0.2063
C 0.0287 -1.2017 1.0121
H 0.2513 0.3039 -0.2414
S 0.1443 -0.5512 -0.4170
H 0.7442 -0.1268 -0.4904
H -0.0548 0.1321 1.2736
H -0.0559 0.5209 -0.3907
H 0.2640 0.2392 -0.0117
H -0.0735 0.3065 -0.3192
C -0.8747 0.1069 0.4786
H 0.2492 -0.3813 0.1657
N -0.3594 0.1714 -0.5580
H 0.0548 0.1321 -0.0302
C -0.1623 0.2370 -0.2650



# 2
Below is an isolated ion of composition C3H9NS2 and charge -1 in a non-equilibrium geometry, with properties calculated with the ωB97M-V functional and the def2-TZVPD basis.

Its total energy is -26416.4694 eV. Its expectation value of S² is 0.75. Its HOMO energy (spin up / spin down) is 0.198 / -3.603 eV. As for the total charge: -1. For the gap between HOMO and LUMO (spin up / spin down), the calculation gives 3.84 / 7.63 eV. The spin multiplicity is 2.

Positions of all 15 atoms, in Å:
S 1.4512 -0.7419 -0.0848
H 2.1239 1.5149 -0.0850
H -2.0192 1.0097 -1.5642
H 3.4395 0.4527 -0.7007
H -0.5869 0.0069 -1.4195
H -2.3148 0.4001 1.0007
H -1.3677 1.7136 0.3944
C 2.4041 0.7055 -0.7716
S 0.1126 0.1939 1.3731
H -2.7624 -1.4201 -1.8888
C -1.5796 0.1862 -1.0110
C -1.4237 0.6345 0.4360
H -2.5017 -1.4847 -0.2203
N -2.3932 -0.9909 -1.0757
H 2.0362 0.9860 -1.7407

Cartesian forces, eV/Å:
S 1.9450 -0.9774 -2.0549
H 0.3528 0.0734 0.0015
H -0.3209 0.1860 -0.2335
H 0.6560 0.1803 -0.3118
H 0.2498 0.0488 -0.1485
H -0.2164 -0.3062 0.2360
H -0.1743 0.4218 0.0895
C -1.5614 -0.4510 1.3406
S -1.9081 0.7425 1.5969
H 0.1980 -0.0368 -0.5225
C 0.4116 -0.2840 0.0065
C 0.7395 0.8866 -0.1164
H 0.0206 -0.4038 0.2236
N -0.6210 -0.0148 0.5582
H 0.2289 -0.0654 -0.6654



# 3
Below is a 2-piece molecular cluster, C3H9NS2 overall in a non-equilibrium geometry, with properties calculated with the ωB97M-V functional and the def2-TZVPD basis.

Its total energy is -26416.1742 eV. Its HOMO energy is -7.929 eV. As for the total charge: 0. For the gap between HOMO and LUMO, the calculation gives 8.40 eV. As for the SMILES: C=CN.CSS.

Positions of all 15 atoms, in Å:
C -0.0748 -2.0270 0.5991
H -1.5376 3.0265 -0.2996
H -1.6803 -1.8454 -0.6388
H 1.5377 -2.3031 1.8026
S -0.5207 1.3513 -1.6561
S 1.5391 1.1315 -1.9293
H 0.2865 3.1731 -0.2401
H -0.0765 -3.0997 0.5828
H 1.8031 -0.1906 -1.8566
C -0.5594 2.5322 -0.2625
H 1.3255 -0.6023 1.4886
N 0.8995 -1.5511 1.4973
C -1.0252 -1.3200 -0.0005
H -1.3667 -0.3298 0.1828
H -0.5501 2.0545 0.7304

Cartesian forces, eV/Å:
C 0.5410 1.3764 1.1229
H 0.4453 0.2662 -0.3504
H -0.6630 -0.6744 -0.6090
H -0.4795 1.1677 -0.2657
S 0.6379 0.5056 -0.1646
S -0.0356 0.3704 -0.1868
H 0.4549 0.8974 -0.5129
H 0.1283 -0.3833 -0.5766
H -0.6102 0.0136 0.3649
C -0.8838 -1.3194 0.9384
H -0.8746 -1.3176 -0.3513
N 0.8751 -0.4773 0.3543
C -0.2051 -0.7098 0.3514
H 0.6359 0.6674 0.2586
H 0.0334 -0.3829 -0.3730



# 4
Below is a 2-piece molecular cluster, C3H9NS2 overall, with properties calculated with the ωB97M-V functional and the def2-TZVPD basis.

Its total energy is -26416.5699 eV. Its HOMO energy is -9.156 eV. As for the total charge: 0. For the gap between HOMO and LUMO, the calculation gives 9.80 eV. As for the SMILES: C=NC.CSS.

Positions of all 15 atoms, in Å:
H -2.8241 0.3962 1.8063
H -2.0800 -0.6569 0.5962
C 0.7176 -1.4447 -0.9084
S 2.4309 -1.1046 -1.3258
H -1.2391 -0.3282 2.1357
H 0.0238 -1.0569 -1.6438
S 2.3765 0.7648 -2.1494
C -1.8808 0.1078 1.3503
H 2.1506 0.4116 -3.4263
H 0.4182 -1.0365 0.0595
H 0.3190 2.4982 0.6831
C -0.1514 1.6165 1.1059
N -1.3014 1.2818 0.7329
H 0.6053 -2.5272 -0.8749
H 0.4347 1.0781 1.8587

Cartesian forces, eV/Å:
H -0.1696 -0.0721 -0.0246
H -0.0584 0.1149 -0.0110
C -0.5082 -0.0399 0.3966
S 0.1681 -0.0301 -0.0554
H -0.0710 0.0469 -0.1520
H 0.0597 0.0662 -0.3017
S -0.0323 0.0684 0.0348
C 0.2015 -0.1110 0.2819
H -0.0052 0.0096 0.0007
H 0.2465 -0.0031 -0.0676
H -0.0189 0.0637 -0.1216
C 0.3168 0.2531 0.0354
N -0.1190 -0.1474 -0.0914
H 0.0717 -0.0743 0.0035
H -0.0815 -0.1449 0.0726



# 5
Below is an isolated molecule of C3H9NS2 in a non-equilibrium geometry, with properties calculated with the ωB97M-V functional and the def2-TZVPD basis.

Its total energy is -26415.8225 eV. Its HOMO energy is -9.017 eV. As for the total charge: 0. For the gap between HOMO and LUMO, the calculation gives 7.89 eV. As for the SMILES: CSSCCN.

Positions of all 15 atoms, in Å:
C 0.9527 0.8041 0.0758
H 1.7214 1.5019 -0.1772
H -0.3511 2.2629 1.2748
S 0.8757 -0.3378 -1.2521
C -0.3575 1.5771 0.4168
N -0.8874 2.3788 -0.6959
H 0.9900 -2.5521 0.8653
H -0.1144 2.5460 -1.3871
H 0.1430 -3.3032 -0.7558
H 1.1341 0.2536 1.0300
H -1.0604 0.7990 0.7752
H -1.4940 1.7764 -1.2183
C 0.0240 -2.8043 0.2459
S -1.0424 -1.4312 -0.0883
H -0.5337 -3.4714 0.8909

Cartesian forces, eV/Å:
C -1.1506 0.4765 2.5942
H 0.8394 0.4664 0.1055
H 1.1435 -0.2464 0.0019
S -3.0532 -1.4195 0.7590
C -0.3772 0.0456 -0.2748
N 0.9833 -0.2409 -0.8280
H -1.7074 -0.3416 -1.6783
H -0.8751 0.0153 0.9850
H 0.6593 0.2195 1.3760
H 0.6658 0.3882 -0.7139
H 0.0797 0.6187 -0.6370
H -0.5547 -0.1786 -0.4235
C 1.3379 -0.7675 0.2795
S 2.2910 1.3025 -1.6480
H -0.2816 -0.3380 0.1020



# 6
Below is an isolated molecule of C3H9NSi in a non-equilibrium geometry, with properties calculated with the ωB97M-V functional and the def2-TZVPD basis.

Its total energy is -12620.0519 eV. Its expectation value of S² is 2.01. Its HOMO energy (spin up / spin down) is -5.125 / -9.718 eV. As for the total charge: 0. For the gap between HOMO and LUMO (spin up / spin down), the calculation gives 6.20 / 7.65 eV. The spin multiplicity is 3.

Positions of all 14 atoms, in Å:
H 2.7993 -0.0416 0.9348
H -2.7704 -1.4860 0.3261
C 2.4265 -0.3584 -0.0254
N -1.8466 -1.0893 0.3755
H 3.1018 -0.9489 -0.6250
H 0.8940 -0.3451 -1.4231
H 0.4159 0.6954 1.3948
Si -1.5619 0.5212 -0.1625
H -1.1556 -1.8041 0.2054
H -2.4666 1.3633 0.6232
C 0.2613 0.8217 0.3268
H -1.8093 0.8202 -1.6107
C 1.2223 -0.0214 -0.4429
H 0.4893 1.8732 0.1030

Cartesian forces, eV/Å:
H 0.1259 0.0247 0.1137
H -0.0872 -0.0327 0.0361
C 9.2368 -2.3985 3.4187
N -0.1915 -0.2009 -0.1725
H 0.0631 -0.0092 0.0266
H 0.0165 0.1008 -0.1282
H -0.0841 0.0119 0.3389
Si 0.7617 -0.2203 0.4193
H 0.0564 0.0621 -0.0480
H -0.1739 0.2848 0.0376
C 0.1454 -0.2647 -1.0579
H 0.2001 -0.0929 0.2096
C -10.0759 2.2984 -3.3560
H 0.0066 0.4366 0.1619



Energy relative to the best compared isomer or geometry (same formula, charge and spin) / kcal/mol: 85.4, 29.5, 34.7, 25.5, 42.8, 0.0